Entry 1:
Here is C27H20Cl2O3S in the gas phase in a non-equilibrium geometry from OMol25. Energies are from ωB97M-V with the def2-TZVPD basis set.

Values from the calculation:
Spin multiplicity: 1
SMILES: O=C(c1ccccc1)[C@H](c1ccccc1)S(=O)(=O)C(c1ccc(Cl)cc1)c1ccc(Cl)cc1
Total charge: 0
LUMO level in eV: 0.36
Kohn-Sham gap in eV: 9.290
Energy above the lowest of the compared OMol25 structures with the same formula, charge and spin in kcal/mol: 0.0

XYZ file:
```
53
Properties=species:S:1:pos:R:3:forces:R:3:nbo_charge:R:1
Cl -5.1263 1.9442 -2.7695 -0.4 0.1 -0.1 0.024
C -3.6365 1.2915 -2.2219 0.9 -0.4 0.4 -0.050
C -3.2417 0.0188 -2.6464 0.2 0.2 0.1 -0.219
C -2.0109 -0.4830 -2.2350 -0.1 0.2 0.1 -0.181
C -1.1842 0.2686 -1.3963 0.4 0.1 -0.1 -0.032
C 0.1782 -0.3126 -1.0664 1.8 0.1 -3.8 -0.601
C 1.2532 0.1542 -2.0906 0.0 -0.2 -0.3 0.061
C 2.4807 -0.5333 -2.1143 -0.3 0.2 -0.4 -0.214
C 3.5869 0.0154 -2.7543 -0.2 0.5 -0.1 -0.229
C 3.4790 1.2900 -3.3373 -1.0 -0.6 0.5 -0.036
Cl 4.8978 2.1036 -3.8574 0.3 0.1 -0.3 0.018
C 2.2288 1.9134 -3.4490 0.2 -0.5 0.1 -0.229
C 1.1109 1.3205 -2.8530 0.4 -0.2 0.2 -0.211
C -1.5712 1.5394 -0.9793 -0.7 0.2 -0.3 -0.178
C -2.8198 2.0428 -1.3703 0.2 -0.3 -0.2 -0.244
H -3.8899 -0.5741 -3.2835 0.1 0.1 0.0 0.234
H -1.6851 -1.4784 -2.5498 -0.2 0.3 0.1 0.228
H 0.1366 -1.4049 -1.0844 0.0 0.3 -0.1 0.278
H 2.5492 -1.5161 -1.6494 0.1 0.3 0.0 0.229
H 4.5384 -0.5094 -2.7678 -0.1 0.1 0.0 0.231
H 2.1428 2.8643 -3.9684 0.0 -0.2 0.1 0.230
H 0.1302 1.7796 -2.9669 0.3 0.0 0.2 0.226
H -0.9183 2.1427 -0.3417 -0.2 -0.2 -0.3 0.236
H -3.1499 3.0172 -1.0248 0.0 -0.1 -0.1 0.232
C -2.8720 -3.7495 0.1871 0.0 0.1 -0.3 -0.212
C -1.4775 -3.8283 0.2225 0.2 0.1 0.5 -0.223
C -0.7209 -2.7203 0.6363 -0.3 -0.4 -0.6 -0.176
C -1.3613 -1.4976 0.8126 0.1 0.1 0.5 -0.025
S 0.9617 0.0842 0.4472 -1.2 -0.1 -1.2 2.248
C -0.5792 -0.2456 1.1821 -1.1 -0.4 4.5 -0.675
C -0.3070 -0.3330 2.7180 -0.7 -0.5 1.2 0.607
O -0.9709 -1.0452 3.4530 0.8 0.7 -0.9 -0.508
C 0.8577 0.4749 3.2014 -0.2 0.4 0.7 -0.220
C 0.9251 1.8529 2.9459 0.0 -0.3 0.6 -0.088
C 2.0720 2.5617 3.2821 0.1 -0.2 0.0 -0.237
C 3.1821 1.8766 3.7880 -0.2 -0.1 0.0 -0.186
C 3.0884 0.5141 4.1074 -0.1 0.1 0.1 -0.221
C 1.8935 -0.1690 3.8857 0.1 0.1 -0.4 -0.146
O 1.9175 -0.9291 0.8136 0.0 0.4 -0.1 -0.916
O 1.2589 1.4944 0.4294 0.3 -0.5 -0.1 -0.920
C -2.7529 -1.4153 0.7974 0.1 -0.1 -0.3 -0.190
C -3.5095 -2.5364 0.4567 0.1 0.1 0.4 -0.204
H -3.4653 -4.6362 -0.0527 0.2 0.3 0.0 0.220
H -0.9681 -4.7582 -0.0457 -0.2 0.3 0.3 0.219
H 0.3637 -2.7941 0.7698 -0.4 0.0 -0.2 0.231
H -1.1997 0.6496 1.0804 0.2 -0.2 -0.1 0.294
H 0.0713 2.3657 2.5086 0.2 -0.1 0.0 0.204
H 2.1039 3.6353 3.0877 0.1 -0.3 0.1 0.219
H 4.1248 2.4084 3.9287 -0.3 -0.2 0.1 0.218
H 3.9459 -0.0246 4.5194 -0.3 0.3 -0.1 0.220
H 1.7687 -1.2201 4.1543 0.2 0.3 -0.2 0.228
H -3.2320 -0.4584 1.0330 0.1 -0.4 -0.2 0.219
H -4.5976 -2.4510 0.4278 0.3 -0.1 0.0 0.221
```
Forces are in eV/Å.

***

Entry 2:
Here is a molecular structure, C8H24O12 in a non-equilibrium geometry from OMol25. Energies are from ωB97M-V with the def2-TZVPD basis set.

Values from the calculation:
Spin multiplicity: 1
Total charge: 0
LUMO level in eV: -0.34
Kohn-Sham gap in eV: 8.430
Energy above the lowest of the compared OMol25 structures with the same formula, charge and spin in kcal/mol: 212.6

XYZ file:
```
44
Properties=species:S:1:pos:R:3:forces:R:3:nbo_charge:R:1
C -1.0355 -2.4834 -3.1344 0.4 0.7 -0.6 -0.639
C -1.2861 -1.0258 -2.6483 -1.6 -2.7 0.4 0.076
C -2.8034 -0.6811 -2.4404 1.0 -0.2 -1.5 -0.106
O -2.9419 -0.1922 -1.1129 1.6 0.3 1.5 -0.446
C -1.7694 -0.3866 -0.4524 -1.2 -0.1 -0.9 1.044
O -1.5341 0.0254 0.7200 -7.8 -13.7 -11.0 -0.617
O -0.9071 -1.0247 -1.3006 0.7 0.8 3.7 -0.483
H -1.6774 -3.2822 -2.7631 -0.7 0.5 -0.1 0.226
H -0.0543 -2.8768 -2.8689 0.3 0.7 0.1 0.249
H -1.0211 -2.3902 -4.2203 -0.3 -0.6 -0.1 0.221
H -0.7079 -0.3696 -3.2988 0.0 0.4 0.5 0.207
H -3.3705 -1.6094 -2.5096 -0.3 0.4 -0.3 0.211
H -3.0190 0.1162 -3.1516 -0.9 -0.2 0.2 0.217
C 2.0465 0.1491 -1.2718 -1.2 0.6 -0.9 -0.595
C 1.3255 1.4864 -1.5453 2.1 -2.1 1.3 0.065
C -0.1355 1.5720 -1.2905 -0.8 -0.8 0.1 -0.103
O -0.2662 2.7229 -0.5569 -1.9 2.3 -0.3 -0.501
C 0.9206 3.1282 -0.0938 -2.0 2.9 2.5 0.978
O 1.0303 4.0437 0.6769 0.1 -0.4 -0.5 -0.594
O 1.8289 2.3884 -0.5469 3.5 -1.4 -2.3 -0.448
H 1.9374 -0.1684 -0.2348 0.3 -0.1 -1.0 0.265
H 3.0937 0.2252 -1.5645 -0.1 0.0 0.2 0.229
H 1.5269 -0.4705 -2.0027 0.3 -0.9 0.1 0.166
H 1.5495 1.6836 -2.5937 0.3 1.2 0.2 0.182
H -0.5757 0.8568 -0.5958 1.6 0.8 -1.4 0.180
H -0.6438 1.5970 -2.2544 -0.5 0.3 0.1 0.166
O -1.1152 1.5298 1.8413 0.1 7.9 4.7 -0.958
H -1.2292 0.8546 1.1724 1.8 5.2 1.6 0.414
H -1.8237 2.1522 1.6773 0.0 0.6 0.1 0.461
O 1.6401 -0.1268 4.2217 1.5 0.2 1.0 -0.943
H 1.2267 -0.7129 4.8556 0.2 -0.2 0.1 0.447
H 0.9142 0.2068 3.6945 0.8 0.3 0.3 0.461
O 0.5696 -0.0607 1.3518 -1.9 -1.5 -3.7 -0.933
H 0.1808 -0.0056 2.2247 1.1 0.0 -0.2 0.469
H -0.0848 -0.5208 0.8262 1.2 -0.2 0.3 0.476
O 2.6786 0.1282 1.5032 5.3 0.7 0.7 -1.019
H 2.8378 0.6119 2.3136 0.5 -0.1 0.2 0.466
H 1.7274 0.1440 1.3972 0.9 0.4 -0.1 0.437
O -0.4740 -0.0999 3.2397 -3.9 -2.4 4.8 -0.935
H -1.2478 0.2734 2.8175 -0.9 1.3 -0.2 0.516
H -0.7108 -0.1594 4.1652 0.1 -0.2 0.4 0.509
O 1.4624 -2.6251 1.9434 0.0 -0.9 0.0 -0.947
H 0.5713 -2.9080 2.1488 -0.2 -0.1 0.1 0.442
H 1.3663 -1.7154 1.6616 0.4 0.5 0.1 0.486
```
Forces are in eV/Å.

***

Entry 3:
Here is a molecular structure, C25H47Cl2NO3PbSi2 in a non-equilibrium geometry from OMol25. Energies are from ωB97M-V with the def2-TZVPD basis set.

Values from the calculation:
Spin multiplicity: 1
Total charge: 0
LUMO level in eV: -0.02
Kohn-Sham gap in eV: 7.090
Energy above the lowest of the compared OMol25 structures with the same formula, charge and spin in kcal/mol: 4.9

XYZ file:
```
81
Properties=species:S:1:pos:R:3:forces:R:3:lowdin_charge:R:1
O 1.2582 1.9078 -1.9370 0.7 0.8 0.8 -0.254
O 1.5254 -0.0383 -3.6608 0.7 -0.1 -1.4 -0.258
C 0.6073 3.1249 -1.5456 0.3 -0.2 -0.5 -0.240
C 0.5132 3.3613 -0.0515 0.0 0.2 0.1 -0.097
H -0.3902 3.0590 -2.0001 0.2 0.0 0.1 0.110
H 1.1465 3.9537 -2.0316 -0.3 0.1 0.1 0.114
H 0.3358 2.4447 0.5182 0.0 0.0 -0.1 0.037
H -0.3122 4.0487 0.1512 0.0 0.0 0.0 0.084
H 1.4248 3.8355 0.3227 -0.1 -0.1 0.1 0.073
C 2.4582 1.5774 -1.1946 -0.9 0.0 0.0 -0.244
C 3.6569 2.3246 -1.7123 0.3 0.0 0.0 -0.058
H 2.5807 0.4929 -1.3129 0.0 0.3 0.0 0.098
H 2.2945 1.7671 -0.1211 0.1 -0.1 -0.3 0.109
H 3.8822 2.0211 -2.7393 0.0 0.2 0.2 0.050
H 4.5211 2.0835 -1.0846 0.0 0.1 -0.1 0.084
H 3.4902 3.4076 -1.6758 0.1 -0.2 0.0 0.080
C 2.2138 -1.2543 -4.0053 -0.4 0.5 0.0 -0.255
C 1.2978 0.8531 -4.7680 -0.3 -0.6 0.4 -0.250
C 3.4767 -1.3805 -3.1907 0.3 -0.1 0.0 -0.066
H 2.4586 -1.2630 -5.0798 -0.2 -0.1 0.3 0.118
H 1.5214 -2.0799 -3.7929 0.2 0.0 -0.1 0.105
H 4.1537 -0.5407 -3.3851 -0.1 -0.1 0.1 0.079
H 3.9948 -2.3001 -3.4722 0.0 0.0 0.1 0.079
H 3.2679 -1.4248 -2.1177 0.0 0.0 -0.2 0.072
C 2.5750 1.4284 -5.3234 0.1 0.3 -0.1 -0.062
H 0.6446 1.6372 -4.3708 0.2 -0.1 -0.1 0.105
H 0.7422 0.3057 -5.5483 0.1 0.1 0.1 0.121
H 3.1044 2.0034 -4.5574 -0.1 -0.1 -0.2 0.061
H 2.3267 2.1040 -6.1448 0.1 0.0 0.0 0.082
H 3.2276 0.6435 -5.7146 0.0 0.1 0.0 0.074
H 0.5769 0.1883 -2.1481 -1.9 -1.4 1.5 0.066
Pb -0.8728 -1.5505 0.9784 0.2 0.5 0.6 1.314
C -0.1708 -0.4198 -1.4636 0.9 0.6 -1.3 -0.291
Si -1.7031 -0.7775 -2.5142 0.4 0.1 0.1 0.441
H 0.4173 -1.3093 -1.1874 -0.1 0.2 0.0 -0.013
H -0.3471 0.2741 -0.6299 0.1 -0.1 0.0 -0.005
C -2.2419 0.8395 -3.2946 -0.2 0.1 -0.1 -0.162
C -3.1687 -1.5020 -1.5836 -0.2 -0.1 0.1 -0.214
C -1.3160 -2.0296 -3.8567 0.1 -0.1 -0.2 -0.177
C -2.2139 0.2822 1.4550 0.1 0.0 0.2 -0.435
Si -3.4335 -0.0775 2.8241 0.3 0.4 -0.3 0.356
H -2.6586 0.6326 0.5096 -0.1 -0.2 0.3 -0.008
H -1.5047 1.0597 1.7883 -0.1 -0.3 -0.1 -0.011
C -4.8143 -1.1859 2.2017 -0.2 -0.1 0.1 -0.195
C -4.1663 1.5347 3.4513 -0.2 0.0 0.1 -0.190
C -2.5670 -0.9349 4.2592 0.0 0.0 0.2 -0.184
H -2.2395 -2.2727 -4.4032 0.2 0.0 0.1 0.038
H -0.9270 -2.9615 -3.4251 -0.1 0.1 -0.1 0.037
H -0.5818 -1.6604 -4.5835 -0.2 0.0 0.2 0.016
H -2.9104 1.3891 -2.6191 0.1 0.0 -0.1 0.036
H -2.7939 0.6365 -4.2239 0.1 0.1 0.2 0.037
H -1.3971 1.4931 -3.5392 -0.1 -0.2 0.0 0.008
H -3.4167 -0.9864 -0.6470 0.0 -0.1 -0.2 -0.012
H -3.0171 -2.5696 -1.3700 0.0 0.2 0.0 0.030
H -4.0491 -1.4255 -2.2398 0.1 -0.1 0.2 0.043
H -4.4135 2.1993 2.6122 0.0 -0.1 0.2 0.030
H -3.4605 2.0624 4.1079 -0.1 -0.1 -0.2 0.031
H -5.0868 1.3478 4.0211 0.1 0.1 0.0 0.026
H -1.6983 -0.3592 4.6134 -0.2 -0.1 -0.1 0.034
H -2.2202 -1.9493 4.0096 -0.1 0.2 0.1 0.017
H -3.2698 -1.0249 5.1030 0.2 0.0 -0.2 0.037
H -5.5661 -1.3146 2.9945 0.1 0.0 -0.2 0.031
H -4.4511 -2.1844 1.9200 -0.1 0.2 0.0 0.027
H -5.3180 -0.7435 1.3314 0.1 -0.1 0.2 0.031
Cl 0.8955 2.6130 3.3709 0.0 0.4 -0.2 0.738
C 1.2891 1.0566 3.9553 0.0 -1.9 -0.5 -0.612
C 1.8121 0.8893 5.2344 0.2 -0.9 0.5 -0.128
C 2.0354 -0.3796 5.7645 -0.3 0.6 -1.2 -0.640
Cl 2.6824 -0.5116 7.3439 0.3 -0.1 0.7 0.693
C 1.6873 -1.5560 5.0360 -0.2 0.5 -0.1 -0.175
C 1.7633 -2.8666 5.5549 -0.3 -0.4 -0.4 -0.018
C 1.2146 -3.9142 4.8364 0.3 0.3 0.2 -0.052
C 0.5879 -3.6540 3.6077 0.0 1.1 -0.5 -0.134
N 0.5445 -2.4277 3.0674 0.4 -0.7 0.6 -0.011
C 1.1305 -1.3943 3.7281 -0.1 0.3 0.6 -0.162
C 1.0463 -0.0719 3.1179 -0.2 0.5 0.0 -0.399
O 0.6794 0.0670 1.8901 -0.2 -0.7 -0.2 -0.249
H 2.0416 1.7670 5.8265 0.0 -0.1 0.0 0.104
H 2.2344 -3.0254 6.5191 -0.1 0.0 -0.1 0.091
H 1.2429 -4.9358 5.2033 0.0 0.2 0.0 0.104
H 0.1163 -4.4600 3.0380 0.1 0.3 0.2 0.110
```
Forces are in eV/Å.

***

Entry 4:
Here is 2 unconnected molecules or ions with the total composition C5H12N4 in a non-equilibrium geometry from OMol25. Energies are from ωB97M-V with the def2-TZVPD basis set.

Values from the calculation:
Spin multiplicity: 1
Total charge: +2
LUMO level in eV: -6.48
Kohn-Sham gap in eV: 9.535
Energy above the lowest of the compared OMol25 structures with the same formula, charge and spin in kcal/mol: 54.3

XYZ file:
```
21
Properties=species:S:1:pos:R:3:forces:R:3:nbo_charge:R:1
C -0.9542 0.4356 -0.1903 0.3 -0.5 -2.7 0.077
C -3.3441 0.4516 0.3942 -1.5 -1.5 -2.5 0.650
C -2.0711 1.0514 0.6479 0.4 1.8 0.1 -0.584
C -5.3195 -0.4788 -0.8916 0.2 -0.4 -2.5 -0.456
C 1.6538 -1.5645 0.0125 0.3 2.5 -0.5 -0.078
N 0.1336 0.1065 0.3261 0.0 -0.1 1.9 -0.200
N -4.1984 -0.0250 -0.2197 2.6 1.4 2.6 -0.164
N 1.3064 -0.3461 -0.1188 0.2 0.6 0.0 -0.234
N 4.9946 0.4116 -0.3895 -2.6 0.2 3.6 -0.906
H -1.0787 0.2677 -1.2926 -0.4 0.4 0.8 0.192
H -1.8028 0.9323 1.6650 0.3 -0.1 1.2 0.310
H -2.2789 2.1767 0.5306 0.7 -1.4 -0.2 0.319
H -5.7539 0.4215 -1.3157 -0.2 -0.1 -0.5 0.271
H -6.0144 -0.8438 -0.1936 -0.8 -1.0 0.8 0.275
H -4.9546 -1.2162 -1.6914 -0.9 1.0 1.2 0.281
H 0.9614 -2.2752 0.2403 -1.6 -2.2 0.9 0.186
H 2.6893 -1.7897 -0.0564 0.6 -0.4 -0.5 0.158
H 5.9250 0.7914 -0.2014 0.6 -1.2 -0.7 0.487
H 4.5152 0.9476 -1.1194 -0.2 0.4 0.6 0.470
H 4.5627 0.4411 0.6423 0.4 1.3 -2.6 0.475
H 4.6606 -0.5506 -0.4960 1.9 -0.6 -0.9 0.470
```
Forces are in eV/Å.

***

Calculated total energy in Eh, matching the order above: -2585.11869, -1221.75446, -2953.48922, -415.99707